*one*
A single C4H10 molecule, computed with ωB97M-V/def2-TZVPD.

Each line ends with the Mulliken charge.
Cartesian coordinates (Å):
C -0.57897 -0.24632 1.33159  -1.234
C 0.31884 -0.18380 0.09314  0.806
C -0.68900 -0.70240 -0.93003  -1.523
C 1.03565 1.11041 -0.46983  -1.243
H -0.00448 0.18183 2.16180  0.342
H -1.62766 0.25704 1.32195  0.290
H -0.76897 -1.32779 1.78950  0.286
H 1.19319 -0.91772 0.42816  0.133
H -0.36716 -0.33515 -1.89919  0.416
H -1.59909 -0.17582 -0.87676  0.409
H -0.87704 -1.79434 -0.90072  0.332
H 1.48615 1.72837 0.29154  0.326
H 1.98469 0.82768 -1.08183  0.297
H 0.49386 1.57801 -1.25931  0.364

**HOMO energy**: -10.3 eV
**Orbital gap**: 11.484 eV
**2S+1**: 1

=====

*two*
A single C4H10 molecule, computed with ωB97M-V/def2-TZVPD.

Each line ends with the Mulliken charge.
Cartesian coordinates (Å):
C 0.66981 0.10268 1.81907  -1.133
C 0.73965 -0.11356 0.29093  -0.516
C -0.60254 0.33387 -0.33683  -0.299
C -0.79505 -0.23142 -1.74380  -1.292
H 1.71701 0.15065 2.11329  0.333
H 0.11594 -0.61475 2.42165  0.328
H 0.17935 1.04529 1.97863  0.312
H 0.99395 -1.11864 -0.05587  0.385
H 1.60575 0.47048 -0.00723  0.279
H -1.32271 -0.22245 0.25818  0.227
H -0.56516 1.41690 -0.35503  0.356
H -1.56842 0.29915 -2.29141  0.353
H -1.23078 -1.21591 -1.69120  0.347
H 0.06320 -0.30231 -2.40039  0.320

**HOMO energy**: -11.0 eV
**Orbital gap**: 12.274 eV
**2S+1**: 1

=====

*two* comes first in stability; the runner-up is 21.0 kcal/mol higher.

=====

*one*
A gas-phase ion, C2HO3PS (charge -2), computed with ωB97M-V/def2-TZVPD.

Each line ends with the Mulliken charge.
Cartesian coordinates (Å):
O -0.21049 -1.21448 1.87455  -0.728
P 0.37918 0.14807 1.63806  0.887
O 0.02169 1.19182 2.71336  -0.798
O 1.81286 0.23326 1.10039  -0.760
C -0.57981 0.67763 -0.08456  -0.250
C -0.64801 -0.01012 -1.09653  -0.007
S -0.88658 -0.80740 -2.59787  -0.402
H 0.11116 -0.21878 -3.54738  0.057

**HOMO energy**: 0.5 eV
**Net charge**: -2
**Orbital gap**: 4.507 eV
**2S+1**: 1

=====

*two*
A gas-phase ion, C2HO3PS (charge -2), computed with ωB97M-V/def2-TZVPD.

Each line ends with the Mulliken charge.
Cartesian coordinates (Å):
O -2.11710 0.37616 1.05876  -0.798
P -1.66060 -0.47595 -0.14803  0.852
O -2.04625 -1.90442 -0.17021  -0.758
O -1.78666 0.20052 -1.48559  -0.749
C 0.36342 -0.36394 -0.05821  -0.243
C 1.35826 0.31385 -0.23075  -0.001
S 2.93956 1.05285 -0.16828  -0.378
H 2.94935 0.80093 1.20231  0.075

**HOMO energy**: 0.6 eV
**Net charge**: -2
**Orbital gap**: 4.310 eV
**2S+1**: 1

=====

*two* comes first in stability; the runner-up is 7.0 kcal/mol higher.

=====

*one*
A single C13H17N molecule, computed with ωB97M-V/def2-TZVPD.

Each line ends with the Mulliken charge.
Cartesian coordinates (Å):
C 2.23627 3.31479 -0.31787  -0.990
C 1.91587 2.01769 -0.36639  -0.237
C 1.44622 0.89046 -0.68380  -0.137
C 1.96479 -0.43846 -0.27907  0.316
C 3.00524 -0.02483 0.76492  -1.463
N 1.03801 -1.54571 0.02470  0.464
C 1.68428 -2.73177 0.47386  -1.144
C -0.21342 -1.61479 -0.81100  -1.086
C -1.43688 -0.69148 -0.26503  0.686
C -1.30203 -0.09059 1.01610  -0.112
C -2.36109 0.78264 1.51439  -0.624
C -3.41436 1.09883 0.57062  -0.560
C -3.59206 0.28726 -0.52223  -0.050
C -2.56182 -0.48398 -1.11620  -0.612
H 1.58507 4.21591 0.26406  0.200
H 2.90152 3.67658 -1.10933  0.249
H 0.76758 0.96251 -1.48645  0.457
H 2.52808 -0.52191 -1.27972  0.090
H 3.82882 0.51487 0.21864  0.424
H 3.46664 -0.94554 0.96138  0.631
H 2.45101 0.34830 1.81415  0.170
H 2.22302 -3.17637 -0.37474  0.414
H 1.06373 -3.49115 1.19529  0.283
H 2.45731 -2.52305 1.27578  0.303
H 0.09543 -1.37656 -1.84469  0.342
H -0.54097 -2.65318 -0.75727  0.512
H -0.33901 -0.23500 1.50066  0.362
H -2.30259 1.40244 2.38895  0.370
H -4.45714 1.48142 0.69697  0.295
H -4.38369 0.23417 -1.42677  0.168
H -2.83690 -0.98812 -2.07961  0.279

**HOMO energy**: -8.3 eV
**Orbital gap**: 9.143 eV
**2S+1**: 1

=====

*two*
A single C13H17N molecule, computed with ωB97M-V/def2-TZVPD.

Each line ends with the Mulliken charge.
Cartesian coordinates (Å):
C -4.79736 -0.29347 -0.45766  -0.823
C -3.54543 -0.04234 -0.73208  0.070
C -2.27964 0.07063 -1.00852  -0.733
C -1.16155 -0.31316 -0.05543  0.975
C -1.69080 -1.39021 0.87805  -1.790
N -0.70312 0.83733 0.66950  -0.042
C -0.46100 1.93598 -0.32980  -0.910
C 0.49389 0.58950 1.52944  -1.406
C 1.78970 0.16999 0.72481  0.986
C 2.64196 1.10524 0.18170  -0.543
C 3.68663 0.65237 -0.63532  -0.406
C 3.90140 -0.65376 -0.88850  -0.405
C 3.00740 -1.60729 -0.41278  -0.520
C 1.91797 -1.22030 0.34318  -0.273
H -5.40562 0.43267 0.14587  0.222
H -5.28570 -1.21756 -0.67964  0.281
H -1.95029 0.48024 -1.94891  0.498
H -0.36544 -0.70311 -0.74829  0.187
H -2.58208 -1.04059 1.43919  0.443
H -0.96274 -1.71260 1.58468  0.426
H -2.08537 -2.21618 0.24882  0.348
H 0.04639 1.57221 -1.30795  0.263
H -1.44714 2.39233 -0.67126  0.341
H 0.26853 2.72556 0.05418  0.304
H 0.77880 1.51874 2.03874  0.504
H 0.20490 -0.11409 2.33864  0.427
H 2.59930 2.17231 0.48451  0.351
H 4.34550 1.41736 -1.08255  0.318
H 4.75791 -0.94974 -1.61154  0.240
H 3.13746 -2.63868 -0.70967  0.388
H 1.14552 -1.95939 0.61860  0.280

**HOMO energy**: -8.6 eV
**Orbital gap**: 9.551 eV
**2S+1**: 1

=====

*two* comes first in stability; the runner-up is 87.6 kcal/mol higher.

=====

*one*
2 unconnected molecules or ions with the total composition C4H6N2S, computed with ωB97M-V/def2-TZVPD.

Each line ends with the Mulliken charge.
Cartesian coordinates (Å):
N -1.83602 1.79973 -0.46778  -0.592
C -1.83811 0.64599 -0.05257  0.732
C -1.68081 -0.58971 0.12769  -0.151
S -2.23168 -2.08162 0.36683  -0.283
H -1.41829 2.15511 -1.24450  0.238
C 1.05846 0.86362 0.88614  -0.375
N 0.56308 -0.22085 0.53798  -0.277
C 1.14076 -1.11911 -0.42022  -0.957
H 0.51594 1.48783 1.47713  0.361
H 1.92143 1.37638 0.55894  0.294
H 1.02583 -2.10722 0.05736  0.310
H 0.54161 -1.15115 -1.29953  0.323
H 2.23780 -1.05901 -0.52747  0.376

**HOMO energy**: -7.5 eV
**Orbital gap**: 6.352 eV
**2S+1**: 1

=====

*two*
A single C4H6N2S molecule, computed with ωB97M-V/def2-TZVPD.

Each line ends with the Mulliken charge.
Cartesian coordinates (Å):
H 1.21140 -2.62258 -0.01163  0.194
N 0.72681 -1.72824 0.00490  -0.499
C 1.56440 -0.79075 -0.00343  -0.029
N 1.27264 0.56078 -0.00056  -0.173
C 0.07479 1.26885 -0.00069  -0.152
C -1.23427 0.94913 -0.00593  -0.209
C -1.92952 -0.31060 -0.00804  -0.316
S -3.55538 -0.44271 -0.00071  -0.263
H 2.66611 -0.95773 -0.00591  0.280
H 2.09697 1.13987 -0.01641  0.218
H 0.31410 2.31896 0.02012  0.285
H -1.90569 1.83912 0.01463  0.254
H -1.30237 -1.22408 0.01366  0.410

**HOMO energy**: -8.1 eV
**Orbital gap**: 7.806 eV
**2S+1**: 1

=====

*two* comes first in stability; the runner-up is 80.2 kcal/mol higher.

=====

*one*
A single C4H6N2S molecule, computed with ωB97M-V/def2-TZVPD.

Each line ends with the Mulliken charge.
Cartesian coordinates (Å):
H 2.06349 2.56285 0.53405  0.263
N 1.15221 2.25231 0.29538  -0.607
C 0.78697 1.09991 -0.00448  0.578
C -0.50712 0.61251 -0.50956  -0.999
C -1.15661 -0.59040 0.27345  -0.597
C -0.13099 -1.70371 0.14241  -0.015
N 1.11512 -1.57624 -0.00443  -0.513
S 2.02165 -0.21677 -0.09363  -0.031
H -1.13295 1.39834 -0.55777  0.332
H -0.33288 0.24828 -1.45744  0.425
H -2.01431 -0.96199 -0.13680  0.379
H -1.25577 -0.50392 1.27825  0.355
H -0.60881 -2.62117 0.24058  0.430

**HOMO energy**: -8.8 eV
**Orbital gap**: 9.629 eV
**2S+1**: 1

=====

*two*
2 unconnected molecules or ions with the total composition C4H6N2S, computed with ωB97M-V/def2-TZVPD.

Each line ends with the Mulliken charge.
Cartesian coordinates (Å):
N 2.42628 1.35139 -1.08323  -0.458
C 1.84093 0.88252 -0.11574  0.393
C 1.54877 0.41847 1.05192  0.054
S 1.70281 0.54736 2.62747  -0.279
H 2.99194 0.80847 -1.76264  0.270
C -1.60396 -0.95775 1.05585  -0.300
N -0.75496 -0.43193 0.35555  -0.160
C -1.02100 -0.02722 -1.04044  -0.953
H -1.53155 -1.19218 2.18211  0.193
H -2.49209 -1.37646 0.66371  0.232
H -0.14599 -0.36945 -1.62886  0.233
H -1.82780 -0.67039 -1.37536  0.432
H -1.13339 1.01718 -0.93035  0.343

**HOMO energy**: -7.4 eV
**Orbital gap**: 6.447 eV
**2S+1**: 1

=====

*one* comes first in stability; the runner-up is 65.2 kcal/mol higher.

=====

*one*
2 unconnected molecules or ions with the total composition C4H6N2S, computed with ωB97M-V/def2-TZVPD.

Each line ends with the Mulliken charge.
Cartesian coordinates (Å):
C -2.34320 -0.28357 0.17498  -0.024
C 1.11845 -0.54460 0.15801  -0.485
C 0.97537 0.83470 0.77984  -0.581
C -0.71674 0.50134 -0.96673  -0.024
N -3.08849 -0.99562 0.68984  -0.437
N 0.17010 -0.62080 -0.90370  -0.316
S 0.06400 1.89099 -0.38191  -0.102
H 2.17662 -0.70670 -0.18713  0.278
H 0.81831 -1.33765 0.99045  0.225
H 0.60547 0.78701 1.81083  0.351
H 1.91297 1.20529 0.76544  0.427
H -1.30136 0.68700 -1.86752  0.364
H -0.39149 -1.41739 -1.06239  0.324

**HOMO energy**: -9.8 eV
**Orbital gap**: 9.927 eV
**2S+1**: 1

=====

*two*
A single C4H6N2S molecule, computed with ωB97M-V/def2-TZVPD.

Each line ends with the Mulliken charge.
Cartesian coordinates (Å):
C -1.31102 -0.01679 2.54388  -0.681
C -0.14959 -0.23982 1.90618  -0.211
N 0.13012 -1.53865 1.35578  -0.516
C 0.81405 -1.53009 0.27672  0.119
N 0.85526 -0.54742 -0.70171  -0.136
C -0.07202 0.39499 -0.92778  -0.199
S -0.12692 1.56040 -2.09256  -0.280
H -1.98754 -0.77363 2.78006  0.328
H -1.46975 1.00143 2.87271  0.243
H 0.69169 0.44323 1.97548  0.377
H 1.46116 -2.39283 0.04805  0.357
H 1.63740 -0.58816 -1.34978  0.252
H -0.88846 0.29632 -0.21801  0.347

**HOMO energy**: -8.8 eV
**Orbital gap**: 8.564 eV
**2S+1**: 1

=====

*two* comes first in stability; the runner-up is 25.8 kcal/mol higher.

=====

*one*
2 unconnected molecules or ions with the total composition H6N2, computed with ωB97M-V/def2-TZVPD.

Each line ends with the Mulliken charge.
Cartesian coordinates (Å):
N -1.59787 0.19088 0.77629  -0.691
H -0.53362 0.39560 0.58499  0.221
H -1.80562 -0.64480 0.11137  0.249
H -1.66217 -0.13442 1.72768  0.222
N 1.46344 -0.12096 -0.52686  -0.666
H 0.56839 0.41436 -0.52391  0.195
H 2.13209 0.60669 -0.75472  0.232
H 1.43535 -0.70736 -1.39483  0.237

**HOMO energy**: -10.1 eV
**Orbital gap**: 11.118 eV
**2S+1**: 1

=====

*two*
2 unconnected molecules or ions with the total composition H6N2, computed with ωB97M-V/def2-TZVPD.

Each line ends with the Mulliken charge.
Cartesian coordinates (Å):
N 1.72203 0.00294 0.19833  -0.651
H 2.41517 -0.67108 -0.14613  0.229
H 0.88239 -0.21829 -0.32036  0.186
H 2.03912 0.92942 -0.12840  0.228
N -2.06324 0.02040 0.06390  -0.695
H -1.79826 -0.49026 0.91236  0.248
H -1.57403 -0.52082 -0.64408  0.216
H -1.62317 0.94770 0.06438  0.239

**HOMO energy**: -10.3 eV
**Orbital gap**: 11.244 eV
**2S+1**: 1

=====

*two* comes first in stability; the runner-up is 8.9 kcal/mol higher.